[1]
This record from OMol25 describes an isolated molecule of C16H22N2O4 in a non-equilibrium geometry. The level of theory is ωB97M-V/def2-TZVPD.

The geometry in XYZ format:
```
44
Properties=species:S:1:pos:R:3:nbo_charge:R:1
C 5.40263 2.83710 0.37713 -0.671
C 4.20534 2.43092 0.97395 -0.011
H 4.30871 2.57392 2.03730 0.189
H 3.29433 3.06367 0.62229 0.214
O 3.72532 0.90958 0.54409 -0.514
C 3.02661 0.78635 -0.43346 0.856
O 2.70884 1.61620 -1.10958 -0.682
N 2.81079 -0.42080 -0.80822 -0.480
C 2.06332 -0.83754 -1.96003 -0.257
H 2.71940 -1.70927 -2.36350 0.205
H 1.99702 0.19068 -2.52193 0.275
C 0.59891 -1.24770 -1.58886 -0.264
N 0.76194 -2.17962 -0.30704 -0.501
C -0.13268 -1.68571 0.84686 0.709
O 0.06135 -2.14006 1.82671 -0.534
C -1.50845 -1.15276 0.55716 -0.183
C -2.19872 -1.74939 -0.55988 -0.123
C -3.48432 -1.04707 -0.79962 -0.243
C -3.79439 0.19623 -0.18353 0.262
C -3.14145 0.59194 1.05203 -0.249
C -1.94998 -0.07320 1.11809 -0.167
H -1.42096 0.37028 2.19311 0.203
H -3.43592 1.47960 1.61406 0.238
O -5.17257 0.63585 -0.30686 -0.522
C -5.63611 1.89396 -0.06640 -0.020
C -4.89767 3.04535 -0.29792 -0.647
H -3.90794 2.84433 -0.06065 0.226
H -5.41733 4.02823 0.17477 0.229
H -5.17951 3.09482 -1.25161 0.216
H -6.65942 1.68593 -0.02333 0.231
H -5.54592 1.72338 1.21378 0.060
H -4.10878 -1.37620 -1.80611 0.234
H -1.88142 -2.39336 -1.17957 0.199
C 1.99906 -2.70337 0.12448 -0.213
H 1.87048 -3.19138 1.08548 0.233
C 3.09887 -1.25576 0.36195 -0.266
H 4.10136 -1.85412 0.07077 0.187
H 2.94231 -0.98128 1.57572 0.261
H 2.29850 -3.22472 -0.62921 0.170
H -0.09446 -0.36482 -1.34088 0.244
H 0.42113 -2.11261 -2.09757 0.223
H 5.08427 2.87496 -0.54751 0.228
H 5.52569 3.80494 0.61331 0.232
H 6.10137 2.01522 0.60422 0.224
```

Its multiplicity is 1. As for the HOMO-LUMO gap: 8.38 eV. As for the net charge: 0. The HOMO energy is -7.91 eV. As for the SMILES: CCOC(=O)N1CCN(C(=O)c2ccc(OCC)cc2)CC1.


[2]
This record from OMol25 describes an isolated molecule of C16H22N2O4S in a non-equilibrium geometry. The level of theory is ωB97M-V/def2-TZVPD.

The geometry in XYZ format:
```
45
Properties=species:S:1:pos:R:3:nbo_charge:R:1
C -3.94135 -4.00039 0.90132 -0.254
H -4.89180 -3.61162 1.27927 0.179
O -3.54321 -3.33584 -0.27610 -0.485
C -3.30898 -2.00246 -0.22709 0.317
C -3.43678 -1.21296 0.91443 -0.268
C -3.16596 0.14310 0.84499 -0.167
C -2.77776 0.71063 -0.35066 -0.387
C -2.65074 -0.06079 -1.49287 -0.163
C -2.91807 -1.41135 -1.43412 -0.257
H -2.83349 -2.03947 -2.30650 0.229
H -2.36239 0.41661 -2.41576 0.239
S -2.32090 2.43816 -0.39557 2.339
O -2.99116 3.13127 0.66470 -0.940
O -2.45723 2.92954 -1.73626 -0.944
N -0.69206 2.44869 -0.03813 -0.670
C 0.16083 1.88459 -1.05494 -0.245
C 1.59599 2.34238 -0.80966 -0.392
H 1.62671 3.43202 -0.85567 0.219
H 2.24374 1.94168 -1.59177 0.209
C 2.06349 1.89035 0.58225 -0.315
C 2.21522 0.36892 0.62117 0.688
O 1.46300 -0.38773 1.19936 -0.635
N 3.29384 -0.06780 -0.07037 -0.607
C 3.62740 -1.44880 -0.20171 -0.064
C 5.06637 -1.86296 -0.23261 -0.428
C 4.23081 -1.94604 -1.47929 -0.429
H 3.93707 -2.91796 -1.84239 0.222
H 4.42174 -1.22903 -2.26370 0.210
H 5.34833 -2.77759 0.26401 0.222
H 5.81857 -1.09026 -0.17926 0.211
H 2.90721 -2.06222 0.32263 0.247
H 3.90549 0.59474 -0.52098 0.391
C 1.07475 2.39880 1.63647 -0.386
C -0.35986 2.00104 1.29611 -0.255
H -1.06298 2.48561 1.97408 0.232
H -0.46107 0.91089 1.38230 0.214
H 1.33163 1.98611 2.61263 0.226
H 1.14278 3.48670 1.68271 0.212
H 3.04983 2.32441 0.78661 0.221
H -0.20681 2.24991 -2.01461 0.240
H 0.11477 0.78336 -1.04438 0.186
H -3.27057 0.77537 1.71220 0.239
H -3.74178 -1.64039 1.85588 0.218
H -4.06645 -5.04462 0.61965 0.203
H -3.17818 -3.92459 1.68166 0.180
```

Its multiplicity is 1. As for the HOMO-LUMO gap: 9.51 eV. As for the net charge: 0. The HOMO energy is -8.87 eV. As for the SMILES: COc1ccc(S(=O)(=O)N2CCC(C(=O)NC3CC3)CC2)cc1.


[3]
This record from OMol25 describes an isolated molecule of C16H22N4O4S2 in a non-equilibrium geometry. The level of theory is ωB97M-V/def2-TZVPD.

The geometry in XYZ format:
```
48
Properties=species:S:1:pos:R:3:nbo_charge:R:1
C -6.40211 -1.05046 -0.91934 -0.616
C -5.91910 -0.45965 0.39996 -0.400
C -5.63388 1.04127 0.31766 -0.381
C -4.57413 1.39970 -0.73495 -0.505
C -3.31564 0.59653 -0.54418 0.704
O -2.91596 -0.26148 -1.29609 -0.585
N -2.61959 0.90367 0.60318 -0.626
C -1.46398 0.26018 0.92722 0.210
N -0.73653 0.56159 1.95752 -0.304
N 0.34832 -0.19005 2.05708 -0.201
C 0.45117 -1.07699 1.13474 -0.327
S -0.84136 -1.05592 -0.03809 0.460
S 1.85909 -2.12971 0.80658 2.325
O 2.81819 -1.99027 1.85041 -0.903
O 1.37688 -3.44124 0.50251 -0.928
N 2.40951 -1.42944 -0.61186 -0.695
C 2.38528 -0.02061 -0.59928 0.171
C 1.76025 0.73286 -1.59208 -0.246
C 1.71001 2.10793 -1.49702 -0.254
C 2.27063 2.77203 -0.40722 0.302
C 2.90312 2.02260 0.57868 -0.291
C 2.96151 0.64482 0.47754 -0.219
H 3.43879 0.06972 1.25251 0.251
H 3.35323 2.49456 1.43647 0.224
O 2.14371 4.12942 -0.40330 -0.494
C 2.69843 4.84795 0.67268 -0.253
H 2.24330 4.55931 1.62538 0.179
H 3.78274 4.71050 0.73087 0.177
H 2.47927 5.89532 0.47019 0.199
H 1.22530 2.69260 -2.26299 0.225
H 1.29982 0.25637 -2.44246 0.219
C 2.18715 -2.15916 -1.84327 -0.224
C 3.35508 -1.97190 -2.80364 -0.614
H 3.19311 -2.57047 -3.69604 0.217
H 4.27928 -2.28782 -2.32794 0.218
H 3.45468 -0.92802 -3.09077 0.210
H 2.10307 -3.20635 -1.55203 0.246
H 1.24208 -1.86570 -2.31920 0.180
H -2.92516 1.63505 1.22953 0.428
H -4.33754 2.46355 -0.66771 0.230
H -4.95705 1.19117 -1.73316 0.241
H -6.55512 1.56961 0.06435 0.213
H -5.31199 1.39277 1.30099 0.198
H -5.01711 -0.98679 0.71899 0.199
H -6.68118 -0.61780 1.16638 0.210
H -7.24251 -0.48054 -1.31021 0.199
H -6.72533 -2.07751 -0.77063 0.218
H -5.60390 -1.05508 -1.65630 0.214
```

Its multiplicity is 1. As for the HOMO-LUMO gap: 8.49 eV. As for the net charge: 0. The HOMO energy is -8.17 eV. As for the SMILES: CCCCC(=O)Nc1nnc(S(=O)(=O)N(CC)c2ccc(OC)cc2)s1.


[4]
This record from OMol25 describes a cluster of 2 separate species, C16H22NO in total in a non-equilibrium geometry. The level of theory is ωB97M-V/def2-TZVPD.

The geometry in XYZ format:
```
40
Properties=species:S:1:pos:R:3:nbo_charge:R:1
C 3.67168 1.87489 -0.57013 -0.715
C 2.29653 2.49999 -0.48408 0.690
N 1.25538 1.56055 -0.48853 -0.608
C -0.09776 1.83074 -0.38533 0.339
C -1.09506 0.89135 -0.45592 -0.318
C -2.42048 1.60899 -0.56991 -0.430
C -2.10446 3.10035 -0.22944 -0.396
C -0.58291 3.25361 -0.30117 -0.472
O 2.12324 3.71439 -0.42304 -0.551
H 3.65702 0.78192 -0.48432 0.206
H 4.11917 2.15950 -1.52991 0.261
H 4.29279 2.29359 0.22929 0.262
H 1.54274 0.60701 -0.64693 0.408
H -0.92618 -0.11190 -0.85965 0.237
H -2.85413 1.60286 -1.59124 0.224
H -3.19593 1.19230 0.09648 0.206
H -2.61261 3.80156 -0.90249 0.229
H -2.43051 3.33898 0.78578 0.213
H -0.19898 3.76899 0.58481 0.259
H -0.28234 3.88312 -1.15325 0.264
C -2.57515 -1.66782 0.12154 -0.727
C -1.25634 -1.30972 0.76560 0.406
C -1.38227 -0.95236 2.21128 -0.713
C -0.07677 -2.05420 0.35133 -0.143
C 1.16527 -1.92778 1.04761 -0.148
C 2.30646 -2.61520 0.62124 -0.225
C 2.25731 -3.45396 -0.49629 -0.122
C 1.04211 -3.63722 -1.16433 -0.213
C -0.10541 -2.96320 -0.74908 -0.143
H -2.50458 -1.64317 -0.97022 0.241
H -2.94679 -2.66636 0.39947 0.281
H -3.33070 -0.94359 0.44125 0.249
H -0.44690 -0.61792 2.66822 0.238
H -2.12896 -0.15520 2.32200 0.249
H -1.73740 -1.81079 2.81662 0.281
H 1.23032 -1.29390 1.93075 0.226
H 3.24265 -2.48146 1.16682 0.241
H 3.14843 -4.00447 -0.80846 0.243
H 0.99049 -4.30418 -2.02579 0.243
H -1.04899 -3.15026 -1.27063 0.229
```

Its multiplicity is 1. As for the HOMO-LUMO gap: 6.25 eV. As for the net charge: +1. The HOMO energy is -11.82 eV.


[5]
This record from OMol25 describes a structure of composition C16H22NO3RhS5Sb. The level of theory is ωB97M-V/def2-TZVPD.

The geometry in XYZ format:
```
49
Properties=species:S:1:pos:R:3:nbo_charge:R:1
Rh -0.33137 0.17821 0.32249 0.843
O 3.24545 3.51310 5.39448 -0.582
C 2.63562 2.95332 4.52010 0.188
S 1.03532 3.45909 3.96165 0.329
C 0.81284 2.21609 2.74149 -0.424
C 1.85491 1.29701 2.60345 -0.430
S 1.87345 0.00718 1.53601 0.026
S 3.23617 1.52648 3.66522 0.330
S -0.61370 2.18747 1.86347 -0.022
S 1.30778 0.49863 -1.84039 -0.290
C -0.05866 1.44135 -2.30181 0.065
C -0.23744 2.06378 -3.55380 -0.281
C -1.38596 2.78349 -3.79245 -0.165
C -2.36208 2.89334 -2.79930 -0.317
C -2.12697 2.25874 -1.59945 0.064
N -1.01777 1.55795 -1.36166 -0.538
H 0.53899 1.96908 -4.30050 0.220
H -1.53006 3.26655 -4.75202 0.204
H -3.27440 3.45093 -2.95739 0.211
H -2.84050 2.29618 -0.78379 0.206
C 0.04024 -1.98302 -4.33377 -0.620
C -1.17023 -2.43755 -3.51864 -0.756
Sb -0.97408 -2.08006 -1.38811 1.137
C -2.42925 -3.54866 -0.70587 -0.759
C -3.04029 -4.45138 -1.77497 -0.616
C 0.77704 -3.28530 -1.08214 -0.760
C 0.72090 -4.69006 -1.67637 -0.619
H -0.10212 -2.20699 -5.39497 0.191
H 0.95315 -2.48523 -4.00672 0.202
H 0.22087 -0.91326 -4.22897 0.224
H -1.34943 -3.50322 -3.66869 0.205
H -2.07382 -1.91668 -3.84380 0.212
H -3.20741 -2.97940 -0.19582 0.220
H -1.91433 -4.13532 0.05807 0.217
H -3.55036 -3.87196 -2.54715 0.200
H -3.77422 -5.13889 -1.34408 0.197
H -2.28098 -5.05463 -2.27396 0.198
H 0.89928 -3.31036 0.00249 0.236
H 1.61260 -2.71461 -1.49001 0.228
H -0.10782 -5.26854 -1.26263 0.197
H 1.63904 -5.24770 -1.46989 0.200
H 0.59418 -4.66082 -2.76122 0.196
C -2.94569 -2.19401 2.65438 -0.719
C -2.03232 -1.35261 1.79057 0.768
O -2.48348 -0.31906 1.23954 -0.730
O -0.83171 -1.72260 1.65210 -0.748
H -3.97755 -1.86547 2.55424 0.216
H -2.63227 -2.09446 3.69470 0.227
H -2.85067 -3.24371 2.37827 0.219
```

As for the expectation value of S²: 6.0295. Its multiplicity is 5. As for the HOMO-LUMO gap (spin up / spin down): 6.96 / 6.19 eV. As for the net charge: -1. The HOMO energy (spin up / spin down) is -4.18 / -4.72 eV.


Record-wise ΔE to the lowest compared entry with this formula, charge and spin values, in kJ/mol: 1501.6 326.4 87.8 51.7 0.0
Record-wise E_tot values, in Ha: -1032.85338 -1431.52131 -1939.21782 -752.58223 -3245.18955